{"formula": "C4H6NO", "method": "ωB97M-V/def2-TZVPD", "elements": ["C", "C", "C", "C", "N", "O", "H", "H", "H", "H", "H", "H"], "xyz": [[-1.09287, 0.36005, -0.22318], [0.18291, -0.18101, 0.02524], [0.43869, -1.41894, 0.59688], [1.33670, 0.74345, -0.29991], [-2.16751, -0.31876, -0.07258], [-3.26333, 0.25428, -0.44349], [-1.14315, 1.40672, -0.35303], [1.51432, -1.51439, 0.90336], [-0.45017, -1.95960, 0.86040], [2.12246, 0.04672, -0.46414], [1.54264, 1.26243, 0.57922], [0.97932, 1.31906, -1.10877]], "forces_ev_per_a": [[0.74, 0.22, 0.28], [0.89, -2.15, 1.48], [0.91, 2.77, -0.92], [-1.39, -2.25, 0.33], [-1.94, -0.77, -0.68], [0.00, -0.14, 0.57], [-0.32, 1.34, -0.80], [-1.28, -0.85, -0.18], [0.28, -0.74, 0.45], [1.18, 0.05, -0.78], [0.46, 1.52, 1.27], [0.47, 0.99, -1.02]], "lowdin_charge": [-0.27, -0.42, -0.03, -0.09, -0.17, -0.30, 0.08, 0.03, 0.01, 0.05, 0.05, 0.05], "total_charge": -1, "de_lowest_kj_mol": 3.7, "gap_ev": [6.597, 6.596], "lumo_ev": [4.21, 4.21], "smiles": "C=C(C)/C=N/[O-]", "multiplicity": 1, "fmax_ev_per_a": 3.1, "energy_ha": -285.92431}

{"formula": "C4H6NO", "method": "ωB97M-V/def2-TZVPD", "elements": ["C", "C", "C", "C", "N", "O", "H", "H", "H", "H", "H", "H"], "xyz": [[0.94359, 0.91770, -0.07660], [2.16840, 0.21304, -0.01733], [0.20925, -0.35713, 0.10166], [-2.22845, -0.39602, 0.12671], [-0.93970, -0.86069, 0.02189], [1.40383, -0.98267, 0.26775], [0.61334, 1.75298, -0.63821], [2.68608, 0.32972, -1.10794], [3.05438, 0.38287, 0.78980], [-2.67841, -0.31697, -0.79408], [-2.47735, 0.53435, 0.73501], [-2.75496, -1.21717, 0.59135]], "forces_ev_per_a": [[-2.46, 0.30, -0.47], [3.53, -0.10, 0.30], [0.78, 1.81, 0.67], [-0.90, 1.44, 3.33], [2.07, -0.63, -0.43], [0.91, -1.95, -0.55], [-0.01, 1.20, -0.08], [-1.09, -0.85, 2.17], [-2.24, -0.09, -1.83], [-0.95, 0.10, -2.56], [0.91, -0.89, -0.79], [-0.55, -0.34, 0.24]], "lowdin_charge": [0.23, -0.09, -0.27, -0.05, 0.19, 0.07, 0.13, 0.23, 0.23, 0.09, 0.14, 0.12], "total_charge": 1, "de_lowest_kj_mol": 469.0, "gap_ev": [6.742, 7.958], "lumo_ev": [-8.34, -7.71], "multiplicity": 1, "fmax_ev_per_a": 3.7, "energy_ha": -285.54357}

{"formula": "C4H6NO", "method": "ωB97M-V/def2-TZVPD", "elements": ["C", "C", "C", "C", "N", "O", "H", "H", "H", "H", "H", "H"], "xyz": [[0.24277, -1.18619, 0.08479], [-1.18204, 0.27465, -0.43275], [-1.23012, -1.22762, -0.42328], [1.00356, 1.26977, 0.33982], [0.02718, 0.27561, 0.02680], [-2.02167, -2.01175, -0.83287], [0.06903, -1.64339, 1.07625], [0.82058, -1.60951, -0.72996], [-1.85444, 1.15891, -0.57146], [0.63900, 2.20731, 0.52630], [1.62121, 1.17766, 1.28281], [1.86494, 1.31455, -0.34646]], "forces_ev_per_a": [[-2.78, -1.39, -0.06], [-0.39, 1.92, 0.96], [-0.90, -0.65, -1.79], [3.15, -0.53, 1.12], [0.47, -0.13, 0.04], [0.76, 0.43, 0.75], [1.66, 0.30, -0.17], [0.96, -0.05, 0.68], [0.73, -0.82, -0.10], [-1.61, 2.38, -0.41], [-1.22, -1.25, -0.46], [-0.84, -0.20, -0.57]], "lowdin_charge": [0.05, 0.19, -0.30, 0.02, -0.05, 0.22, 0.17, 0.16, 0.19, 0.08, 0.15, 0.13], "total_charge": 1, "de_lowest_kj_mol": 194.6, "gap_ev": 9.160, "lumo_ev": -6.39, "smiles": "C[N+]1=CC(=O)C1", "multiplicity": 1, "fmax_ev_per_a": 3.4, "energy_ha": -285.64807}

{"formula": "C4H6NO2", "method": "ωB97M-V/def2-TZVPD", "elements": ["C", "C", "C", "C", "N", "O", "O", "H", "H", "H", "H", "H", "H"], "xyz": [[1.60282, 0.15062, -0.08997], [1.40508, -2.17789, -0.63945], [1.51202, -1.23708, 0.30259], [-1.29763, 0.87140, 0.38128], [-0.84490, 1.98832, 0.11370], [1.78694, 1.18487, 0.60589], [1.39622, -2.06676, -1.89665], [1.59640, -1.49635, 1.36943], [1.44852, 0.31827, -1.17486], [1.50320, -3.29991, -0.31906], [-2.34031, 0.75444, 0.46657], [-0.80160, -0.06696, 0.49695], [0.22562, 1.92294, 0.01107]], "forces_ev_per_a": [[0.01, -0.97, -2.18], [-0.11, -6.59, -1.17], [0.66, 3.93, 2.27], [-0.73, -0.96, 0.06], [2.35, 1.51, -0.75], [0.39, 0.99, 1.91], [-0.08, 1.21, -0.88], [-0.10, 0.01, -0.53], [0.00, -0.38, 0.25], [-0.24, 1.54, 0.22], [-1.74, 0.04, 0.29], [1.10, -0.55, 0.03], [-1.50, 0.22, 0.48]], "lowdin_spin": [0.33, 0.31, 0.45, 0.01, 0.01, 0.39, 0.44, 0.01, 0.02, 0.01, 0.00, 0.01, 0.00], "total_charge": -1, "de_lowest_kj_mol": 0.0, "s_squared": 2.01, "gap_ev": [4.730, 6.768], "lumo_ev": [4.20, 2.43], "multiplicity": 3, "fmax_ev_per_a": 6.7, "energy_ha": -361.12309}

{"formula": "C4H6NOS", "method": "ωB97M-V/def2-TZVPD", "elements": ["C", "C", "C", "C", "N", "O", "S", "H", "H", "H", "H", "H", "H"], "xyz": [[-0.81052, -0.53769, -0.66324], [-1.18179, -1.82408, -0.73171], [0.72737, -1.52819, 0.75053], [0.50784, 2.06511, 0.28165], [0.18870, -0.38431, 0.25219], [0.81530, 0.75875, 0.72659], [-0.21342, -2.80677, 0.23489], [-1.03083, 0.41127, -1.08842], [-2.02387, -2.08411, -1.38665], [1.54929, -1.44249, 1.34352], [0.88034, 2.80251, 0.99500], [-0.43844, 2.35693, -0.05256], [1.03003, 2.21307, -0.66179]], "forces_ev_per_a": [[1.16, 1.43, 1.36], [-1.28, 0.40, -1.31], [-3.53, 1.85, -2.25], [1.65, 0.83, -1.96], [2.14, -0.75, 0.98], [-0.34, -1.04, 0.85], [0.33, -0.94, 0.10], [-1.16, 0.06, -0.84], [0.62, -0.63, 0.56], [2.05, -0.29, 1.76], [-0.03, -0.65, 0.25], [-2.34, -0.39, 0.52], [0.73, 0.12, 0.00]], "lowdin_charge": [-0.08, -0.33, -0.24, -0.03, -0.12, -0.05, 1.20, 0.14, 0.12, 0.10, 0.12, 0.07, 0.10], "total_charge": 1, "de_lowest_kj_mol": 245.3, "gap_ev": 10.196, "lumo_ev": -4.55, "multiplicity": 1, "fmax_ev_per_a": 4.6, "energy_ha": -683.83612}

{"formula": "C4H6NS", "method": "ωB97M-V/def2-TZVPD", "elements": ["C", "C", "C", "C", "N", "S", "H", "H", "H", "H", "H", "H"], "xyz": [[0.15679, 1.58658, 2.59577], [-0.25072, -0.51189, -1.40986], [0.40214, 0.25217, 2.28666], [-0.43088, -0.89906, -2.77795], [0.08797, -0.35388, -0.32426], [-0.15437, 3.04934, 2.80155], [0.53986, -0.02917, 1.11514], [-0.46375, -0.29274, 2.65949], [1.48265, 0.04119, 2.25824], [-0.89962, -1.88351, -2.60014], [0.54238, -0.80683, -3.40834], [-1.01246, -0.15221, -3.19629]], "forces_ev_per_a": [[0.21, 0.50, -1.02], [1.86, 0.17, 1.02], [0.42, 1.16, -0.54], [1.86, -0.72, 0.07], [-0.35, -0.04, -0.82], [0.18, -0.85, 0.14], [-1.57, 1.03, 0.36], [0.72, -0.96, 0.28], [-0.12, -0.60, 1.54], [0.18, 0.23, -1.37], [-1.44, -0.86, 1.50], [-1.94, 0.93, -1.16]], "lowdin_charge": [-0.59, -0.18, -0.12, -0.02, 0.18, 1.07, 0.07, 0.13, 0.14, 0.12, 0.15, 0.06], "total_charge": 1, "de_lowest_kj_mol": 188.2, "gap_ev": 9.753, "lumo_ev": -5.16, "multiplicity": 1, "fmax_ev_per_a": 2.4, "energy_ha": -608.59160}

{"formula": "C4H6NS", "method": "ωB97M-V/def2-TZVPD", "elements": ["C", "C", "C", "C", "N", "S", "H", "H", "H", "H", "H", "H"], "xyz": [[0.61251, -3.05284, -0.28858], [1.80457, 0.75511, -0.19705], [-0.67021, 0.85702, 0.04782], [0.69826, 0.47868, 0.58994], [0.40719, -1.98164, 0.08345], [3.43671, 0.62549, 0.08571], [0.56123, -4.11980, -0.47952], [1.62386, 1.10874, -1.22538], [-1.10863, 1.72489, 0.54899], [-1.38573, 0.03144, 0.56094], [-0.59939, 0.87860, -1.08171], [0.74625, 0.23110, 1.71676]], "forces_ev_per_a": [[-1.00, 0.35, 0.78], [2.84, 0.11, -1.99], [0.22, -3.03, 1.02], [-2.61, 0.75, 2.40], [0.73, -0.73, -0.54], [-1.58, -0.09, 0.61], [0.40, 0.49, -0.18], [-0.40, -0.10, 0.51], [0.49, 0.44, -0.24], [1.37, 1.52, -1.77], [-0.74, 0.11, 1.48], [0.29, 0.18, -2.06]], "lowdin_charge": [0.04, -0.62, -0.06, -0.13, 0.11, 0.95, 0.09, 0.08, 0.11, 0.15, 0.11, 0.16], "total_charge": 1, "de_lowest_kj_mol": 308.7, "gap_ev": [6.749, 6.594], "lumo_ev": [-7.83, -7.85], "multiplicity": 1, "fmax_ev_per_a": 3.6, "energy_ha": -608.54569}

{"formula": "C4H6O", "method": "ωB97M-V/def2-TZVPD", "elements": ["C", "C", "C", "C", "O", "H", "H", "H", "H", "H", "H"], "xyz": [[-0.93131, -0.28232, -0.80020], [-1.00934, -0.29012, 0.80793], [1.45599, 0.67386, 0.00453], [0.29255, -0.13602, -0.01774], [1.61175, -0.73826, -0.05322], [-1.10644, -1.36585, -1.28210], [-1.36468, 0.57192, -1.28219], [-1.34035, 0.60743, 1.19904], [-1.16712, -1.15057, 1.47947], [1.67792, 1.06361, -0.93732], [1.88104, 1.04633, 0.88180]], "forces_ev_per_a": [[-0.45, -3.63, 0.59], [2.44, -1.53, -2.04], [0.16, -0.58, -0.59], [-1.01, -0.63, 1.55], [-1.77, -0.94, 0.02], [0.37, 2.79, 0.96], [-0.15, 0.10, -0.32], [-0.60, 1.69, 0.82], [-0.04, 0.19, -1.04], [0.74, 1.40, -1.14], [0.31, 1.14, 1.19]], "lowdin_charge": [-0.05, -0.02, -0.09, -0.44, 0.00, 0.15, 0.09, 0.06, 0.10, 0.10, 0.10], "total_charge": 0, "de_lowest_kj_mol": 242.5, "gap_ev": 10.956, "lumo_ev": 1.12, "smiles": "C1CC12CO2", "multiplicity": 1, "fmax_ev_per_a": 3.7, "energy_ha": -231.13137}

{"formula": "C4H6O", "method": "ωB97M-V/def2-TZVPD", "elements": ["C", "C", "C", "C", "H", "H", "H", "H", "H", "H", "O"], "xyz": [[-2.22267, -0.17263, 0.02106], [0.09225, 0.68780, 0.00820], [1.46673, 0.21833, -0.04764], [2.51613, -0.39980, 0.05492], [-2.69684, -0.16567, 1.11504], [-2.64017, -1.12591, -0.65602], [-2.39918, 0.87746, -0.57923], [-0.14239, 1.41280, 0.81693], [0.02316, 1.39635, -0.78408], [3.46761, -0.79176, -0.05210], [-0.84085, -0.45067, -0.00997]], "forces_ev_per_a": [[-1.25, -0.05, -1.76], [-1.07, -0.13, 0.86], [1.52, -1.91, 1.25], [-2.84, 2.06, -0.57], [1.03, 0.10, -2.36], [0.45, 2.79, 1.99], [-0.10, -2.56, 1.57], [0.42, -0.97, 0.47], [-0.86, 0.05, -1.67], [1.15, -0.61, 0.03], [1.54, 1.23, 0.17]], "lowdin_charge": [-0.16, -0.24, -0.09, 0.14, 0.10, 0.13, 0.12, 0.13, 0.10, 0.01, -0.24], "total_charge": 0, "de_lowest_kj_mol": 301.6, "gap_ev": 10.753, "lumo_ev": 0.95, "smiles": "C#CCOC", "multiplicity": 1, "fmax_ev_per_a": 3.6, "energy_ha": -231.10885}

{"formula": "C4H6O", "method": "ωB97M-V/def2-TZVPD", "elements": ["C", "C", "O", "C", "C", "H", "H", "H", "H", "H", "H"], "xyz": [[0.57947, 0.34086, 0.86582], [-0.84661, 0.75590, 0.90511], [1.48708, 0.89949, 0.25632], [1.03653, -1.05814, -1.50724], [-0.14404, -1.21457, -1.70843], [1.84774, -0.41469, -0.86531], [0.79075, -0.63711, 1.32360], [-1.04355, 1.61287, 0.26669], [-1.47927, -0.08744, 0.63697], [-1.10831, 0.99394, 1.93859], [-1.11979, -1.19111, -2.11213]], "forces_ev_per_a": [[1.08, 0.19, -1.09], [0.05, 0.46, 0.36], [-1.34, 0.16, 1.42], [1.58, 2.01, 2.16], [0.61, 0.09, -0.64], [-1.66, -2.46, -2.38], [0.01, 0.00, 0.30], [0.04, 0.00, -0.02], [0.07, -0.14, -0.16], [-0.03, 0.10, 0.07], [-0.41, -0.40, -0.01]], "lowdin_charge": [-0.33, -0.05, -0.03, -0.03, -0.03, 0.09, 0.12, 0.09, 0.08, 0.09, 0.01], "total_charge": 0, "de_lowest_kj_mol": 275.4, "gap_ev": 11.185, "lumo_ev": 0.83, "smiles": "CC=O.C#C", "multiplicity": 1, "fmax_ev_per_a": 3.8, "energy_ha": -231.11881}

{"formula": "C4H6O", "method": "ωB97M-V/def2-TZVPD", "elements": ["O", "C", "C", "C", "C", "H", "H", "H", "H", "H", "H"], "xyz": [[1.32781, -0.84293, 0.99585], [0.93894, -0.58373, -0.27131], [0.69270, 0.70069, 0.40596], [-0.76702, 0.79331, 0.03671], [-0.61898, -0.70515, -0.30542], [1.54868, -0.80075, -1.14968], [1.24453, 1.26749, 1.12766], [-1.49604, 1.15569, 0.76620], [-0.91820, 1.36481, -0.90143], [-0.93557, -1.30962, 0.54762], [-1.01685, -1.03981, -1.25216]], "forces_ev_per_a": [[-0.91, 1.00, 0.54], [-0.36, 0.07, -0.73], [0.22, -0.09, 0.62], [0.09, -0.28, 0.46], [-0.19, -0.51, -0.50], [0.16, -0.09, 0.23], [0.77, 0.58, -0.55], [0.04, -0.33, -0.01], [0.52, -0.12, 0.52], [0.09, -0.19, -0.43], [-0.43, -0.04, -0.14]], "lowdin_charge": [-0.04, -0.39, -0.03, -0.14, -0.11, 0.14, 0.12, 0.10, 0.12, 0.12, 0.10], "total_charge": 0, "de_lowest_kj_mol": 291.2, "gap_ev": 10.333, "lumo_ev": 0.95, "multiplicity": 1, "fmax_ev_per_a": 1.5, "energy_ha": -231.11283}

{"formula": "C4H6O", "method": "ωB97M-V/def2-TZVPD", "elements": ["C", "C", "C", "C", "H", "H", "H", "H", "H", "H", "O"], "xyz": [[-1.71400, -0.21126, 0.09425], [-0.33182, 0.42863, 0.11055], [0.75853, -0.33160, -0.16285], [2.08999, 0.28554, -0.05680], [-2.17214, -0.59125, 1.18953], [-2.53910, 0.44634, -0.48018], [-1.63678, -1.21413, -0.45807], [-0.27999, 1.53943, 0.14306], [0.75346, -1.43754, -0.34621], [1.94578, 1.38890, -0.22859], [3.12606, -0.30307, 0.19531]], "forces_ev_per_a": [[-2.25, -1.19, 0.51], [-0.27, -0.94, -1.06], [-0.40, -0.33, 0.51], [-0.02, -0.04, 0.00], [1.31, 1.56, -2.75], [1.91, -1.43, 1.55], [-0.15, 1.49, 0.63], [0.23, -0.93, 0.38], [-0.36, 1.11, 0.38], [1.02, -0.24, 0.30], [-1.03, 0.93, -0.45]], "lowdin_charge": [-0.14, -0.16, -0.10, -0.30, 0.13, 0.10, 0.07, 0.11, 0.13, 0.12, 0.04], "total_charge": 0, "de_lowest_kj_mol": 90.4, "gap_ev": 10.197, "lumo_ev": 0.29, "smiles": "C/C=C/C=O", "multiplicity": 1, "fmax_ev_per_a": 3.4, "energy_ha": -231.18928}